94
Properties=species:S:1:pos:R:3:forces:R:3 method="wB97M-V/def2-TZVPD" homo_energy_ev=-8.054 e_tot_ev=-87003.5993 e_lumo_ha=0.0029 spin_multiplicity=1
O -4.2530 2.6608 5.2248 -0.1 -0.3 0.3
P -3.4565 3.6528 4.4602 -0.3 0.0 0.0
P -1.2368 3.6355 4.9429 0.1 0.0 -0.2
P 1.0109 3.5847 5.3469 0.0 -0.3 -0.4
O 1.5643 5.0441 4.8816 -0.2 0.4 0.0
O 1.2572 3.6178 6.9355 -0.1 0.1 0.3
S 1.8225 2.1053 4.4394 0.0 0.0 0.1
H -3.5698 3.5555 3.0594 0.0 0.1 -0.1
H -3.8442 4.9902 4.7197 0.1 0.2 -0.2
H -0.9036 3.9544 3.5862 0.0 0.1 0.0
H -1.4763 4.6178 5.9629 0.1 0.0 0.0
H -1.3180 2.2745 5.3159 0.0 -0.1 0.0
H 0.8764 5.5747 4.4556 0.2 0.0 0.0
H 0.7923 4.3551 7.3585 0.2 -0.1 0.0
C 0.9873 -0.2525 1.1512 0.1 0.1 0.2
C 2.4141 -0.6090 1.4658 -0.1 0.0 0.0
C 3.0999 -1.5620 0.5140 0.1 0.0 0.1
O 2.9858 -0.1700 2.4388 0.1 -0.1 0.0
H 0.6109 0.4320 1.9095 0.0 0.0 0.0
H 0.9139 0.2104 0.1676 0.0 -0.1 -0.1
H 0.3771 -1.1571 1.1386 0.0 0.0 -0.1
H 3.1290 -1.1334 -0.4892 -0.1 0.0 0.0
H 2.5484 -2.5032 0.4661 -0.1 0.0 -0.1
H 4.1126 -1.7540 0.8598 0.0 0.0 0.0
C -1.5057 5.4380 -0.5375 0.0 0.0 0.2
C -2.6856 5.1637 0.3569 0.0 0.0 -0.2
C -3.9690 4.7459 -0.3179 0.0 0.0 0.1
O -2.6144 5.2673 1.5630 0.1 0.0 0.1
H -0.6376 5.7278 0.0482 -0.1 0.0 -0.1
H -1.2637 4.5467 -1.1190 0.0 0.0 0.0
H -1.7505 6.2356 -1.2413 0.0 0.0 0.0
H -3.8058 3.8325 -0.8923 0.0 0.0 0.0
H -4.2942 5.5221 -1.0126 0.0 0.0 0.0
H -4.7434 4.5760 0.4259 0.0 0.0 0.0
C 2.6569 7.3860 1.6015 -0.1 0.0 -0.1
C 2.4031 6.1679 0.7422 0.1 0.0 0.1
C 3.2153 4.9409 1.0691 -0.2 0.0 -0.1
O 1.5825 6.1823 -0.1468 0.1 0.0 0.0
H 2.0131 8.2027 1.2845 0.0 0.0 0.0
H 2.4655 7.1495 2.6501 0.1 0.0 0.0
H 3.7015 7.6905 1.5192 0.0 0.0 0.0
H 3.0074 4.6337 2.0970 0.1 0.0 0.0
H 4.2809 5.1602 0.9852 0.0 0.0 0.1
H 2.9538 4.1307 0.3931 0.0 0.0 0.0
C 1.4636 -2.6799 4.3493 -0.1 0.1 -0.2
C 1.2088 -3.8603 3.4466 0.0 0.0 0.0
C 2.0095 -5.1103 3.7261 -0.1 0.0 -0.1
O 0.4161 -3.8076 2.5321 0.0 0.0 0.0
H 0.8358 -1.8456 4.0449 0.0 0.0 0.0
H 1.2476 -2.9344 5.3881 0.1 -0.1 0.0
H 2.5104 -2.3798 4.2745 0.0 0.0 0.1
H 1.8088 -5.4638 4.7389 0.0 0.0 0.0
H 3.0767 -4.8923 3.6566 0.0 0.0 0.1
H 1.7467 -5.8853 3.0104 0.0 0.0 0.0
C -2.3666 -2.4300 -0.6031 0.0 0.1 0.0
C -1.4209 -1.8188 -1.6113 0.0 -0.1 0.1
C -1.2046 -2.5952 -2.8825 0.1 0.1 0.0
O -0.8706 -0.7623 -1.3938 0.0 0.0 -0.1
H -2.4464 -1.7854 0.2689 0.0 0.0 0.0
H -3.3525 -2.5646 -1.0523 0.0 -0.1 0.0
H -2.0011 -3.4111 -0.2945 0.0 0.0 0.0
H -2.1543 -2.7354 -3.4032 0.1 -0.1 0.0
H -0.8030 -3.5839 -2.6509 0.0 0.0 0.0
H -0.5098 -2.0602 -3.5258 0.0 0.0 0.0
C 8.9960 -0.9447 2.3269 0.0 -0.1 0.1
C 7.7244 -1.5521 2.8764 0.0 0.0 0.0
C 6.4309 -0.8825 2.4807 0.0 -0.2 0.1
O 7.7485 -2.5248 3.5940 0.0 0.0 0.0
H 9.8555 -1.5099 2.6781 0.0 0.0 0.0
H 8.9734 -0.9530 1.2357 0.0 0.0 0.0
H 9.0840 0.0940 2.6502 0.0 0.0 0.0
H 6.3213 -0.8985 1.3948 0.0 0.1 0.0
H 6.4251 0.1576 2.8098 0.0 0.0 -0.1
H 5.5897 -1.3981 2.9356 0.0 0.0 0.0
C -5.4124 -4.9181 -4.5321 0.1 0.0 0.0
C -4.9085 -3.5859 -5.0370 0.0 0.0 0.0
C -5.9263 -2.6909 -5.6875 0.1 0.1 0.0
O -3.7433 -3.2724 -4.9264 -0.1 0.0 0.0
H -4.5939 -5.4828 -4.0921 0.0 0.0 0.0
H -6.1929 -4.7632 -3.7852 0.0 0.0 0.0
H -5.8504 -5.4848 -5.3555 -0.1 0.0 0.0
H -6.7320 -2.4633 -4.9861 0.0 -0.1 0.0
H -6.3467 -3.2053 -6.5505 -0.1 0.0 0.0
H -5.4553 -1.7696 -6.0192 0.0 0.0 0.0
C -2.4404 -3.8633 -9.3263 -0.1 0.1 0.0
C -3.5809 -4.3637 -8.4746 0.1 0.0 0.0
C -3.4300 -5.7483 -7.8918 -0.1 0.0 0.0
O -4.5591 -3.6849 -8.2623 0.0 -0.1 0.0
H -2.6608 -2.8605 -9.6824 0.0 0.0 0.0
H -1.5189 -3.8492 -8.7420 0.0 0.0 0.0
H -2.2874 -4.5294 -10.1772 0.0 0.0 0.0
H -2.5421 -5.7900 -7.2589 0.0 0.0 0.0
H -3.3080 -6.4807 -8.6917 0.1 0.0 0.0
H -4.3080 -5.9998 -7.3022 0.0 0.0 0.0

=====

39
Properties=species:S:1:pos:R:3:forces:R:3 method="wB97M-V/def2-TZVPD" total_charge=-1 homo_energy_ev=-4.404 e_tot_ev=-59196.7355 e_lumo_ha=0.0953 spin_multiplicity=1
Pt 0.5807 0.5272 0.5104 -0.5 -0.5 0.4
O 0.7245 -2.3686 -0.0134 0.0 0.0 -0.1
N 1.9806 -2.5007 -0.2229 0.0 0.0 0.0
C 2.5438 -3.7135 0.0391 0.0 0.0 0.0
C 3.8662 -3.9918 -0.1866 0.0 0.0 0.0
C 4.6853 -2.9842 -0.6907 0.0 0.0 0.0
C 4.1239 -1.7487 -0.9166 0.0 0.0 0.0
C 2.7702 -1.4714 -0.6828 0.1 0.0 0.1
S 2.1826 0.1199 -1.0538 -0.2 0.0 -0.2
H 1.8266 -4.4233 0.4223 0.0 0.0 0.0
H 4.2383 -4.9841 0.0297 0.0 0.0 0.0
H 5.7352 -3.1575 -0.8857 0.0 0.0 0.0
H 4.7236 -0.9244 -1.2775 0.0 0.0 0.0
C 3.9545 -4.1197 3.9671 0.0 0.0 0.0
O 2.6893 -3.9952 4.5904 0.0 0.0 0.0
C 1.8870 -2.9858 4.1583 0.1 0.0 -0.1
C 0.6228 -2.9145 4.7780 -0.1 0.0 0.0
C -0.2448 -1.9371 4.3846 0.0 0.0 0.0
C 0.0575 -1.0056 3.3657 -0.1 0.0 -0.1
C -0.9361 -0.0235 2.9914 0.1 -0.2 0.0
C -2.1381 0.2064 3.8750 0.0 0.0 0.0
O -0.9120 0.6602 1.9562 0.2 0.2 0.1
C 1.3391 -1.0893 2.7455 0.1 0.2 -0.1
O 1.7979 -0.2805 1.8470 0.2 -0.3 0.0
C 2.2439 -2.0892 3.1842 0.0 -0.1 0.1
H 4.4294 -4.9867 4.4196 0.0 0.0 0.0
H 4.5700 -3.2336 4.1421 0.0 0.0 0.0
H 3.8519 -4.2735 2.8900 0.0 0.0 0.0
H 0.3676 -3.6353 5.5421 0.0 0.0 0.0
H -1.2153 -1.8924 4.8605 0.0 0.0 0.0
H -1.8862 0.1797 4.9329 0.0 0.0 0.0
H -2.8853 -0.5657 3.6776 0.0 0.0 0.0
H -2.5671 1.1706 3.6151 0.0 0.0 0.0
H 3.1999 -2.1155 2.6827 0.0 0.0 0.0
O -1.8839 3.5627 -0.9290 -0.2 -0.5 -0.2
Cl -0.6340 2.8686 -0.8977 0.5 0.4 0.7
O 0.1488 3.3201 0.2232 -0.1 0.2 -0.5
O 0.0700 2.9919 -2.1334 0.0 0.1 0.0
O -0.8963 1.3869 -0.6720 0.1 0.4 -0.3